i) # C19H23NOS

A single C19H23NOS molecule (the ωB97M-V functional and the def2-TZVPD basis, the Open Molecules 2025 dataset).

The geometry in XYZ format:
```
45
Properties=species:S:1:pos:R:3
C 3.5932 1.6014 -1.2303
C 4.0891 0.7672 -0.0863
C 4.5543 1.4072 1.0588
C 5.0293 0.6996 2.1463
C 5.0569 -0.6841 2.1059
C 4.5979 -1.3362 0.9794
C 4.1102 -0.6305 -0.1166
C 3.5922 -1.4239 -1.2754
S 2.1672 -2.4692 -0.7784
C 1.0106 -1.1577 -0.2697
C 0.2738 -0.5485 -1.4590
C -0.3679 0.7606 -1.0282
O 0.1575 1.8390 -1.2179
N -1.5365 0.6115 -0.3744
C -2.3137 1.7227 0.1202
C -3.7461 1.6843 -0.4315
C -4.4476 0.4416 0.0392
C -4.4811 -0.7003 -0.7521
C -5.0742 -1.8628 -0.2898
C -5.6403 -1.8981 0.9726
C -5.6141 -0.7648 1.7683
C -5.0198 0.3950 1.3049
H 3.9055 2.6343 -1.0975
H 2.5035 1.5956 -1.2810
H 3.9866 1.2489 -2.1821
H 4.5379 2.4873 1.0938
H 5.3796 1.2263 3.0219
H 5.4303 -1.2501 2.9461
H 4.5984 -2.4164 0.9393
H 3.2691 -0.8049 -2.1085
H 4.3346 -2.1411 -1.6263
H 0.3164 -1.6225 0.4297
H 1.5988 -0.4069 0.2593
H -0.4703 -1.2494 -1.8399
H 0.9833 -0.3242 -2.2569
H -1.9343 -0.3072 -0.2522
H -1.7992 2.6315 -0.1993
H -2.3410 1.6933 1.2157
H -4.2745 2.5719 -0.0812
H -3.7083 1.7093 -1.5217
H -4.0491 -0.6754 -1.7434
H -5.0945 -2.7421 -0.9170
H -6.1032 -2.8041 1.3342
H -6.0583 -0.7852 2.7526
H -5.0022 1.2776 1.9285
```

Output
SMILES: Cc1ccccc1CSCCC(=O)NCCc1ccccc1
HOMO (eV): -8.44
E_LUMO (eV): 0.60
Net charge: 0



ii) # C19H23NOS

A single C19H23NOS molecule (the ωB97M-V functional and the def2-TZVPD basis, the Open Molecules 2025 dataset).

The geometry in XYZ format:
```
45
Properties=species:S:1:pos:R:3
C 3.9286 1.4711 -0.5660
C 3.3662 0.7085 0.4431
C 2.9111 -0.5713 0.1844
C 3.0086 -1.0904 -1.0985
S 2.5003 -2.7417 -1.5133
C 1.0241 -2.9901 -0.4794
C -0.0667 -1.9963 -0.8712
O -1.2652 -2.1652 -0.1602
C -1.2186 -1.7622 1.1946
C -2.6403 -1.4493 1.7072
N -3.1866 -0.1309 1.4968
C -3.7651 0.1720 0.2069
C -2.7393 0.4308 -0.9034
C -1.5547 1.2170 -0.4129
C -0.6046 1.6698 -1.3228
C 0.5080 2.3722 -0.9025
C 0.6864 2.6334 0.4462
C -0.2422 2.1743 1.3603
C -1.3611 1.4629 0.9441
C -2.3694 0.9716 1.9568
C 3.5752 -0.3276 -2.1127
C 4.0350 0.9474 -1.8438
H 4.2859 2.4682 -0.3567
H 3.2875 1.1046 1.4446
H 2.4932 -1.1581 0.9883
H 1.3000 -2.9038 0.5708
H 0.7040 -4.0124 -0.6783
H 0.3121 -0.9692 -0.7450
H -0.3232 -2.1468 -1.9240
H -0.8030 -2.5753 1.8088
H -0.5711 -0.8823 1.3029
H -3.3214 -2.1717 1.2531
H -2.6356 -1.6173 2.7907
H -4.4249 -0.6497 -0.0798
H -4.3802 1.0678 0.3486
H -3.2167 0.9627 -1.7301
H -2.3831 -0.5260 -1.2912
H -0.7472 1.4644 -2.3747
H 1.2372 2.7134 -1.6222
H 1.5481 3.1905 0.7818
H -0.1041 2.3658 2.4159
H -1.8664 0.6792 2.8824
H -3.0482 1.8015 2.2010
H 3.6528 -0.7466 -3.1041
H 4.4744 1.5348 -2.6365
```

Output
SMILES: c1ccc(SCCOCCN2CCc3ccccc3C2)cc1
HOMO (eV): -8.15
E_LUMO (eV): 0.82
Net charge: 0



The structure with the greatest stability is i).



i) # C2H4N6O

A single C2H4N6O molecule (the ωB97M-V functional and the def2-TZVPD basis, the Open Molecules 2025 dataset).

The geometry in XYZ format:
```
13
Properties=species:S:1:pos:R:3
N -2.7202 -0.8316 0.4780
N -2.1004 0.2396 0.1658
C -0.7904 0.2730 -0.4642
N -0.3672 1.5653 -0.4695
N 0.8889 1.7213 -0.0717
O 1.6951 0.7417 0.8224
C 1.2067 -0.5261 0.0590
N 2.1268 -1.6422 0.0285
N 0.0497 -0.7739 -0.6785
H -2.3267 -1.8751 0.4026
H -3.7912 -1.0840 0.1681
H 1.9266 -2.3263 -0.9728
H 2.9898 -1.0788 0.0863
```

Output
SMILES: N/N=c1/nnoc(N)n1
HOMO (eV): -8.04
E_LUMO (eV): -0.86
Net charge: 0



ii) # C2H4N6O

A molecular structure, C2H4N6O (the ωB97M-V functional and the def2-TZVPD basis, the Open Molecules 2025 dataset).

The geometry in XYZ format:
```
13
Properties=species:S:1:pos:R:3
C -0.0011 -0.7358 -0.2681
C -0.1669 0.7506 -0.1969
H 1.8150 0.4734 1.3716
H 3.3162 -0.9202 0.3143
H -3.3427 0.6289 0.1441
H 1.5185 0.9941 -0.3755
N 2.0752 -0.3566 0.1570
N 1.0802 -1.3396 -0.3619
N -1.0975 -1.5299 -0.2099
N -2.2272 -0.9864 -0.0956
N -2.3277 0.2784 -0.1196
N -1.3443 1.1704 0.1813
O 0.7025 1.5728 -0.5407
```

Output
HOMO (eV): -8.46
E_LUMO (eV): -0.82
Net charge: 0



The structure with the greatest stability is i).



i) # C4H16O5

6 unconnected molecules or ions with the total composition C4H16O5 (the ωB97M-V functional and the def2-TZVPD basis, the Open Molecules 2025 dataset).

The geometry in XYZ format:
```
25
Properties=species:S:1:pos:R:3
C -2.0928 2.3466 -0.0787
C -2.5120 1.0993 -0.3197
C -1.9141 0.4965 -1.5252
C -2.3930 -0.5492 -2.1994
H -1.4187 2.9604 -0.6601
H -2.4460 2.8482 0.8364
H -3.1974 0.5626 0.3492
H -1.0429 1.0621 -1.8378
H -2.0455 -0.9687 -3.1471
H -3.3598 -0.9206 -1.8974
O 2.2678 -0.2613 -0.7811
H 2.4902 -0.0709 0.1523
H 3.0549 -0.4466 -1.2999
O 1.0130 -2.8879 2.0202
H 0.3578 -2.3267 1.5372
H 1.3980 -3.3755 1.2831
O -0.6519 -1.1510 0.7709
H -0.1568 -0.5481 0.1845
H -1.3250 -1.5753 0.2286
O 2.6836 -0.8336 1.7737
H 2.3725 -1.7406 2.0356
H 2.3986 -0.2049 2.4480
O 1.3392 2.6679 -0.5204
H 1.2957 1.7672 -0.1901
H 2.0619 2.6924 -1.1611
```

Output
SMILES: C=CC=C.O.O.O.O.O
HOMO (eV): -9.07
E_LUMO (eV): 0.48
Net charge: 0



ii) # C4H16O5

6 unconnected molecules or ions with the total composition C4H16O5 (the ωB97M-V functional and the def2-TZVPD basis, the Open Molecules 2025 dataset).

The geometry in XYZ format:
```
25
Properties=species:S:1:pos:R:3
C -2.2154 1.2861 1.2138
C -2.8473 0.5738 0.2751
C -2.0516 0.1962 -0.9260
C -2.1711 -1.0319 -1.4162
H -1.2228 1.6628 1.0047
H -2.7144 1.5760 2.1396
H -3.7651 0.0342 0.4684
H -1.4689 1.0520 -1.2485
H -1.5844 -1.3483 -2.2633
H -2.8277 -1.7691 -0.9746
O 2.3670 1.1624 -1.6174
H 2.4579 1.1943 -0.6360
H 3.2785 0.9335 -1.8387
O 1.6145 -1.6361 2.0392
H 1.3397 -1.9189 2.9200
H 0.7677 -1.6672 1.5741
O 0.4121 -3.2076 -0.0518
H 1.3284 -3.2861 0.1982
H 0.5219 -2.8801 -0.9540
O 2.5203 0.6700 1.0914
H 2.6407 -0.2940 1.1068
H 1.8083 0.8244 1.7080
O 0.3785 2.9295 -1.1780
H 0.4744 2.1152 -0.6987
H 0.9585 2.8290 -1.9361
```

Output
SMILES: C=CC=C.O.O.O.O.O
HOMO (eV): -9.04
E_LUMO (eV): 0.22
Net charge: 0



The structure with the greatest stability is i).



i) # C5H12N2O

A gas-phase ion, C5H12N2O (charge +1) (the ωB97M-V functional and the def2-TZVPD basis, the Open Molecules 2025 dataset).

The geometry in XYZ format:
```
20
Properties=species:S:1:pos:R:3
N 1.4132 1.9097 1.0321
C 0.3540 1.3244 0.2677
C -0.9975 1.9466 0.4065
C 0.3610 -0.0732 0.9420
N 0.4740 -1.3206 0.4540
C 0.5181 -1.6148 -0.9396
C -0.7101 -2.2890 -1.3785
O 0.2933 -0.0807 2.1686
H 1.4876 2.7942 0.7217
H 1.2982 1.7504 2.0273
H 0.6117 1.2510 -0.7686
H -1.6284 2.0295 -0.5238
H -0.8147 3.0150 0.7362
H -1.7097 1.5631 1.1508
H 0.5142 -2.1573 1.0331
H 1.4457 -2.0725 -1.1799
H 0.6581 -0.6501 -1.5726
H -1.5900 -1.6674 -1.1307
H -0.9245 -2.3842 -2.4623
H -1.0542 -3.2740 -0.9839
```

Output
2S+1: 2
HOMO (spin up / spin down) (eV): -14.02 / -13.75
E_LUMO (spin up / spin down) (eV): -3.51 / -8.91
Net charge: +1
<S²>: 0.78



ii) # C5H12N2O

A gas-phase ion, C5H12N2O (charge +1) (the ωB97M-V functional and the def2-TZVPD basis, the Open Molecules 2025 dataset).

The geometry in XYZ format:
```
20
Properties=species:S:1:pos:R:3
O 2.2315 2.2735 -0.2510
C 2.2181 1.0924 -0.4408
C 0.9061 0.3031 -0.5448
C 0.1683 0.3326 0.8098
C -1.3348 0.3014 0.6262
C -3.0805 -1.5125 0.5893
N -1.7700 -1.0377 0.2183
N 1.1409 -1.0655 -0.9663
H 3.1559 0.5147 -0.5719
H 0.3133 0.8681 -1.2607
H 0.5012 -0.5490 1.3587
H 0.5001 1.2341 1.3185
H -1.6154 0.8796 -0.2716
H -2.0063 0.6354 1.4065
H -2.9789 -2.5780 0.8184
H -3.7597 -1.4054 -0.2663
H -3.4774 -0.9767 1.4397
H -1.5065 -1.2684 -0.7431
H 0.9557 -1.7883 -0.2970
H 1.9027 -1.2145 -1.6064
```

Output
2S+1: 2
HOMO (spin up / spin down) (eV): -12.95 / -12.94
E_LUMO (spin up / spin down) (eV): -3.16 / -7.87
Net charge: +1
<S²>: 0.75



The structure with the greatest stability is ii).



i) # C4H4

A single C4H4 molecule (the ωB97M-V functional and the def2-TZVPD basis, the Open Molecules 2025 dataset).

The geometry in XYZ format:
```
8
Properties=species:S:1:pos:R:3
C -2.3750 0.2990 -0.0435
C -1.2613 -0.0901 0.0193
C -0.0430 -0.7398 -0.1395
C 1.1996 0.2541 0.0443
H -3.3712 0.8375 -0.0186
H -0.0960 -1.7476 -0.0036
H 2.2167 -0.1814 0.0217
H 0.9156 1.2943 0.1083
```

Output
SMILES: C#CC=C
HOMO (eV): -8.60
E_LUMO (eV): -0.01
Net charge: 0



ii) # C4H4

2 unconnected molecules or ions with the total composition C4H4 (the ωB97M-V functional and the def2-TZVPD basis, the Open Molecules 2025 dataset).

The geometry in XYZ format:
```
8
Properties=species:S:1:pos:R:3
C 0.1592 1.0963 -0.6100
C -0.7332 0.9904 0.3903
C -0.2638 -0.2282 1.1425
C 0.4788 -0.1872 -0.1389
H 0.2684 1.5469 -1.6657
H 0.2601 -0.0186 2.0762
H -0.8645 -1.0775 1.0417
H 0.6950 -2.1222 -2.2362
```

Output
HOMO (spin up / spin down) (eV): -7.50 / -9.63
E_LUMO (spin up / spin down) (eV): 0.04 / 0.23
Net charge: 0



The structure with the greatest stability is i).



i) # C2H3IN

2 unconnected molecules or ions with the total composition C2H3IN (the ωB97M-V functional and the def2-TZVPD basis, the Open Molecules 2025 dataset).

The geometry in XYZ format:
```
7
Properties=species:S:1:pos:R:3
C -1.2179 -0.5876 -0.0486
C 0.9514 0.4964 -0.1579
N -0.1555 -0.0340 -0.3432
I 2.8952 0.1011 -0.1014
H -2.0229 -0.9318 -0.7186
H -1.3163 -1.0015 0.9965
H 0.8660 1.9574 0.3733
```

Output
HOMO (eV): -14.79
E_LUMO (eV): -5.80
Net charge: +1



ii) # C2H3IN

2 unconnected molecules or ions with the total composition C2H3IN (the ωB97M-V functional and the def2-TZVPD basis, the Open Molecules 2025 dataset).

The geometry in XYZ format:
```
7
Properties=species:S:1:pos:R:3
C -0.9889 0.8433 0.0387
C 1.6333 -1.0183 -0.0557
N 0.9654 -0.1718 0.3128
I -2.5000 -0.4656 -0.0718
H -0.7645 1.3004 1.0006
H -0.6213 1.3164 -0.8635
H 2.2760 -1.8044 -0.3612
```

Output
HOMO (spin up / spin down) (eV): -15.33 / -15.33
E_LUMO (spin up / spin down) (eV): -6.77 / -6.78
Net charge: +1



The structure with the greatest stability is ii).